Molecular formula: C27H35Br2F12N3O6S
Method: DFT, ωB97M-V/def2-TZVPD

The geometry in ORCA input format:
```
! wB97M-V def2-TZVPD RIJCOSX def2/J DEFGRID3
* xyz 0 1
C 2.11377 -4.06032 1.70804
C 1.28009 -3.76500 0.68359
C 0.44250 -2.56312 0.64538
N 0.07308 -2.06799 1.80264
C -0.72904 -0.96546 1.75516
C -1.14410 -0.35052 2.95937
C -0.67063 -0.88075 4.28878
O -0.21414 0.19147 5.13929
N 0.94040 0.75550 4.58589
O 1.10656 1.83769 4.98619
C -1.96201 0.74776 2.92376
C -2.40380 1.29923 1.70050
C -3.29530 2.51853 1.70335
C -3.08918 3.47817 0.51482
C -4.03163 3.17352 -0.65933
F -4.64893 1.97678 -0.52027
Br -5.49175 4.50083 -0.63085
C -3.32274 3.26607 -2.07434
F -1.98949 3.21649 -1.95246
F -3.64588 4.37795 -2.73399
Br -3.84048 1.76308 -3.22497
C -2.00325 0.70340 0.53330
C -1.16277 -0.41897 0.53518
N -0.76702 -0.94823 -0.66143
C 0.02605 -1.97380 -0.60833
C 0.51027 -2.55927 -1.91269
C 0.54747 -1.57329 -3.08127
C 1.62613 -0.49905 -3.04040
F 1.43046 0.36605 -2.02469
F 1.46730 0.23155 -4.18677
C 3.11356 -1.03538 -3.10458
F 3.07775 -2.31583 -3.51182
F 3.79433 -0.36945 -4.03925
S 4.13005 -0.92490 -1.49046
F 3.89392 0.62933 -1.41137
F 2.86600 -1.23501 -0.58708
F 4.43167 -2.49194 -1.53214
F 5.46417 -0.69573 -2.32519
F 5.00356 -0.83642 -0.17330
H 2.08681 -5.06191 2.12924
H 2.86417 -3.38019 2.09443
H 1.21959 -4.43060 -0.17514
H 0.14996 -1.58395 4.16143
H -1.47070 -1.37196 4.83759
H -2.25681 1.20061 3.86307
H -3.02567 3.09369 2.59222
H -4.34434 2.24747 1.82380
H -3.27965 4.48790 0.86201
H -2.04386 3.41960 0.22228
H -2.30827 1.08125 -0.43307
H -0.20244 -3.34524 -2.18687
H 1.47461 -3.05499 -1.82215
H 0.63561 -2.08914 -4.03508
H -0.38272 -1.00500 -3.10606
C -8.77950 -2.64677 -1.28785
O -8.46809 -2.31458 0.05192
C -7.53307 -3.19767 0.64958
C -6.15037 -2.58916 0.70930
O -5.58902 -2.43434 -0.58326
C -5.63685 -1.10024 -1.05898
H -9.36700 -1.82810 -1.69979
H -7.87699 -2.77478 -1.89095
H -9.37712 -3.56393 -1.33085
H -7.50216 -4.15137 0.11377
H -7.87729 -3.39234 1.67040
H -5.49295 -3.26115 1.27089
H -6.18343 -1.62943 1.23480
H -4.93772 -0.47054 -0.50030
H -6.64368 -0.68090 -0.98487
H -5.33469 -1.11136 -2.10484
C 7.58827 1.86737 -1.51576
O 8.57843 2.05119 -0.52110
C 8.75931 3.40827 -0.15242
C 8.08558 3.71693 1.16553
O 6.67280 3.64482 1.05778
C 6.12443 2.45657 1.59798
H 7.40883 0.79828 -1.60540
H 6.65181 2.36235 -1.24524
H 7.93714 2.24519 -2.48318
H 8.38376 4.07716 -0.93287
H 9.83590 3.57746 -0.04880
H 8.33723 4.74041 1.46150
H 8.45077 3.03924 1.94327
H 6.19938 2.45739 2.69085
H 6.62127 1.56700 1.20196
H 5.07176 2.42649 1.32098
*
```

For the total energy, the calculation gives -228843.865 eV. As for the SMILES: C=Cc1nc2c(CON=O)cc(CC[C@@](F)(Br)C(F)(F)Br)cc2nc1CCC(F)(F)C(F)(F)S(F)(F)(F)(F)F.COCCOC.COCCOC. Its orbital gap is 0.2908 Eh. Its HOMO energy is -8.6 eV. As for the LUMO energy: -0.02700 Eh.



Molecular formula: C31H24F6N11O5S2Ti
Method: DFT, ωB97M-V/def2-TZVPD

The geometry in ORCA input format:
```
! wB97M-V def2-TZVPD RIJCOSX def2/J DEFGRID3
* xyz 1 3
Ti 0.28912 0.07967 0.96344
N 1.63272 0.21606 2.83782
C 2.10037 1.55623 3.11621
C 2.76536 1.88245 4.26212
C 3.22145 3.19766 4.48521
C 3.01938 4.16362 3.54454
C 2.32457 3.85711 2.35081
C 2.07433 4.81790 1.34519
C 1.36901 4.46042 0.23371
C 0.89178 3.14327 0.13226
N 1.10876 2.21524 1.03559
C 1.84164 2.54836 2.14052
H 1.36819 -0.22624 3.70963
H 2.40470 -0.33211 2.45515
H 2.95772 1.11613 5.00404
H 3.74513 3.42719 5.40271
H 3.38084 5.17222 3.69682
H 2.44456 5.82744 1.47284
H 1.15972 5.16402 -0.55891
H 0.30253 2.84956 -0.72928
F 3.09442 1.70844 -2.08237
C 2.37342 0.65359 -2.45026
F 1.07249 0.98454 -2.39724
F 2.68146 0.30333 -3.68367
S 2.72455 -0.73860 -1.28963
O 2.24885 -0.23190 0.01045
O 4.10944 -1.00137 -1.41995
N 1.81360 -1.90403 -1.83369
S 0.51487 -2.27891 -1.04483
O -0.35870 -1.11349 -0.79939
O 0.69891 -3.12786 0.09162
C -0.40646 -3.23520 -2.31876
F 0.24951 -4.32935 -2.64008
F -0.61463 -2.49254 -3.39144
F -1.58222 -3.56205 -1.77450
C -4.12656 3.07032 -1.17586
N -3.15229 2.46850 -0.27606
C -2.31189 1.45823 -0.49716
N -1.65174 1.18240 0.61926
C -2.16069 2.07478 1.51127
N -3.06614 2.87285 1.00640
C -5.55336 2.74646 -0.79839
C -6.56880 3.58662 -1.23829
C -7.89266 3.31336 -0.92401
C -8.21219 2.20456 -0.15786
C -7.19527 1.36591 0.28549
C -5.86995 1.63340 -0.03816
C -7.52242 0.20838 1.11449
N -8.64170 -0.10408 1.66485
N -8.42169 -1.28763 2.35823
C -7.18657 -1.59236 2.17537
O -6.54191 -0.68805 1.39220
C -6.42877 -2.73574 2.67627
C -6.98197 -3.58284 3.63453
C -6.24722 -4.65956 4.09603
C -4.96556 -4.89847 3.61074
C -4.41759 -4.06236 2.65117
C -3.04352 -4.31111 2.08155
N -2.12723 -3.20293 2.34219
C -1.85290 -2.14905 1.58492
N -0.95883 -1.37661 2.18919
C -0.73530 -2.04152 3.35988
N -1.42131 -3.14598 3.48802
C -5.15452 -2.98152 2.18552
H -3.88657 2.71699 -2.17994
H -3.96867 4.14782 -1.15324
H -2.19228 0.96460 -1.44871
H -1.84025 2.13223 2.53862
H -6.32636 4.46596 -1.82359
H -8.67604 3.97362 -1.26961
H -9.23708 1.98427 0.10723
H -5.09244 0.97645 0.32960
H -7.97830 -3.38574 4.00613
H -6.67041 -5.31712 4.84293
H -4.39439 -5.74044 3.98202
H -3.08549 -4.43562 0.99892
H -2.58329 -5.19965 2.50601
H -2.27946 -1.98198 0.61035
H -0.06240 -1.71419 4.13330
H -4.74211 -2.32400 1.42981
*
```

The expectation value of S² is 2.003. For the total energy, the calculation gives -120253.081 eV. As for the energy relative to the best compared isomer or geometry (same formula, charge and spin): 2.3 kcal/mol. Its orbital gap (alpha / beta) is 0.2487 / 0.2855 Eh. Its HOMO energy (alpha / beta) is -9.8 / -10.9 eV. As for the LUMO energy (alpha / beta): -0.11288 / -0.11397 Eh.



Molecular formula: C35H36ClGeN3RhS
Method: DFT, ωB97M-V/def2-TZVPD

The geometry in ORCA input format:
```
! wB97M-V def2-TZVPD RIJCOSX def2/J DEFGRID3
* xyz 2 2
Rh 0.66630 0.54543 0.79606
Cl 0.36960 3.37343 1.98716
C -0.87700 2.31943 2.56286
C -2.19870 2.70103 2.55846
C -3.18420 1.76173 2.84786
C -2.83910 0.44113 3.14296
C -1.52330 0.05983 3.20126
C -0.46990 0.99143 2.93686
C 0.88600 0.64233 3.13646
H -2.47530 3.71823 2.32416
H -4.22150 2.05163 2.82746
H -3.61780 -0.27787 3.34266
H -1.23720 -0.94257 3.48736
H 1.09270 -0.34107 3.54626
H 1.62680 1.40953 3.33476
C -3.73530 -0.52187 -3.01744
C -2.76880 -1.43427 -3.41044
C -1.75840 -1.80107 -2.53834
C -1.69890 -1.23847 -1.27134
C -2.67290 -0.32017 -0.88024
C -3.68850 0.03303 -1.74874
Ge -0.16550 -1.60447 -0.03904
C 1.10420 -2.86537 -1.00564
C 1.80350 -2.28047 -2.05084
C 2.68090 -3.04907 -2.79934
C 2.87220 -4.38327 -2.48824
C 2.17220 -4.96067 -1.44454
C 1.28500 -4.19917 -0.69654
C -0.95400 -2.92117 1.29016
C -2.30410 -3.19767 1.30256
C -2.82100 -3.91507 2.37076
C -1.98520 -4.36657 3.37476
C -0.62820 -4.09037 3.34226
C -0.10270 -3.37147 2.28156
H -4.53430 -0.25437 -3.69144
H -2.80520 -1.86497 -4.39744
H -1.01670 -2.52637 -2.84364
H -2.63610 0.09063 0.12586
H -4.45520 0.72523 -1.43374
H 1.65270 -1.23397 -2.29274
H 3.20960 -2.59467 -3.62424
H 3.56810 -4.97537 -3.06444
H 2.30480 -6.00517 -1.20804
H 0.73180 -4.66867 0.10336
H -2.95220 -2.85407 0.51136
H -3.87660 -4.12897 2.39856
H -2.38980 -4.94857 4.19046
H 0.02570 -4.43437 4.12786
H 0.95590 -3.14377 2.24286
S -0.39240 1.73133 -0.92094
C -1.07640 3.32013 -0.99754
N -0.37960 4.30383 -1.53784
C -0.92340 5.63173 -1.76594
C -2.05760 5.90083 -0.78214
C -3.04800 4.74013 -0.78024
N -2.32320 3.49433 -0.59354
H 0.56190 4.10993 -1.84844
H -1.27620 5.70563 -2.80044
H -0.12170 6.35843 -1.62574
H -2.56260 6.82453 -1.05744
H -1.64920 6.02583 0.22176
H -3.60940 4.69343 -1.72044
H -3.76280 4.84973 0.03666
H -2.80320 2.70433 -0.18374
C 6.78110 0.14053 -1.25804
C 5.40290 0.25613 -0.71734
C 4.85490 -0.70547 0.13116
C 3.57310 -0.53617 0.61336
N 2.82980 0.52543 0.30796
C 3.33520 1.45223 -0.50454
C 4.60110 1.35363 -1.03814
H 7.26990 -0.77047 -0.92284
H 7.37320 0.99773 -0.93654
H 6.76010 0.15763 -2.34774
H 5.42560 -1.57497 0.41606
H 3.12860 -1.26757 1.27766
H 2.70310 2.30393 -0.71934
H 4.97110 2.12503 -1.69394
*
```

The expectation value of S² is 1.024. For the total energy, the calculation gives -124216.399 eV. As for the energy relative to the best compared isomer or geometry (same formula, charge and spin): 50.0 kcal/mol. Its orbital gap (alpha / beta) is 0.2196 / 0.2170 Eh. Its HOMO energy (alpha / beta) is -13.5 / -13.4 eV. As for the LUMO energy (alpha / beta): -0.27808 / -0.27650 Eh.



Molecular formula: C10H11ClN2O5S2
Method: DFT, ωB97M-V/def2-TZVPD

The geometry in ORCA input format:
```
! wB97M-V def2-TZVPD RIJCOSX def2/J DEFGRID3
* xyz 0 1
C -3.12163 1.56489 3.26873
C -1.81524 1.68696 3.64720
S -0.69656 0.29846 3.82749
O -1.41560 -0.93174 4.07412
O 0.31526 0.61871 4.85810
C 0.03331 0.32815 2.14551
S 1.47221 1.29603 2.09219
C 1.66994 0.82903 0.46457
Cl 2.50864 1.75944 -0.59188
C 0.88122 -0.20169 0.04512
N 0.81966 -0.78808 -1.24392
C 2.06603 -1.17557 -2.02413
C 2.11376 -0.39302 -3.40041
O 0.90635 -0.30208 -4.14665
C -0.20274 0.21485 -3.36757
C -0.40948 -0.57735 -2.05264
C -0.09547 -0.51879 1.10027
N -0.95341 -1.57424 1.03965
O -0.43311 -2.68217 0.84951
O -2.15544 -1.27876 1.18076
H -3.45255 0.55313 3.10645
H -3.83149 2.38829 3.36320
H -1.43707 2.65389 4.02685
H 2.10935 -2.22608 -2.21747
H 3.06764 -0.95176 -1.44554
H 2.67516 -0.88988 -4.20246
H 2.49187 0.64474 -3.32582
H -1.10228 0.17226 -4.04243
H 0.06014 1.25827 -3.14712
H -1.28128 -0.20800 -1.53770
H -0.78719 -1.56787 -2.34397
*
```

For the total energy, the calculation gives -57951.659 eV. As for the energy relative to the best compared isomer or geometry (same formula, charge and spin): 22.6 kcal/mol. As for the SMILES: C=CS(=O)(=O)c1sc(Cl)c(N2CCOCC2)c1[N+](=O)[O-]. Its orbital gap is 0.2857 Eh. Its HOMO energy is -8.8 eV. As for the LUMO energy: -0.03661 Eh.



Molecular formula: C2H3N4
Method: DFT, ωB97M-V/def2-TZVPD

The geometry in ORCA input format:
```
! wB97M-V def2-TZVPD RIJCOSX def2/J DEFGRID3
* xyz 1 1
C 1.59776 0.22718 0.22456
C 1.60266 -0.49135 -1.00266
N 1.68015 0.69216 1.28272
N -2.66644 0.13840 0.87366
N -0.76182 0.09852 -0.42238
N -1.60268 0.02976 0.35420
H 1.56679 0.07751 -1.90618
H 1.66620 -1.55663 -0.93438
H -3.08259 0.78446 1.53045
*
```

For the total energy, the calculation gives -8068.804 eV. As for the energy relative to the best compared isomer or geometry (same formula, charge and spin): 64.2 kcal/mol. Its orbital gap is 0.2123 Eh. Its HOMO energy is -14.9 eV. As for the LUMO energy: -0.33535 Eh.



Molecular formula: C32H26O5P2Pd
Method: DFT, ωB97M-V/def2-TZVPD

The geometry in ORCA input format:
```
! wB97M-V def2-TZVPD RIJCOSX def2/J DEFGRID3
* xyz 0 1
Pd -0.54559 -0.55050 0.44573
C 0.16513 1.34136 -2.57886
C -1.30023 1.25700 -2.10981
P -1.43801 1.46269 -0.30291
C -2.28123 3.05965 -0.08158
C -1.53352 4.23242 0.02864
C -2.16860 5.46386 0.12884
C -3.55389 5.52701 0.13165
C -4.30361 4.36254 0.03018
C -3.67497 3.13041 -0.07408
C -2.70494 0.31664 0.36239
C -3.06957 -0.86945 -0.27923
C -3.79109 -1.85553 0.40087
C -4.14193 -1.67324 1.71818
C -3.78789 -0.49382 2.37933
C -3.07700 0.47855 1.71909
C 0.99939 0.08124 -2.32331
P 1.39084 -0.28539 -0.58934
C 2.36136 1.12755 -0.01261
C 3.46629 1.51645 -0.77529
C 4.24971 2.58850 -0.38229
C 3.94249 3.27612 0.78737
C 2.85705 2.88713 1.55705
C 2.06536 1.81527 1.15759
C 2.52982 -1.67561 -0.58403
C 3.62518 -1.65380 0.28438
C 4.45392 -2.75882 0.38494
C 4.18796 -3.89697 -0.36479
C 3.09705 -3.92992 -1.22049
C 2.26459 -2.82604 -1.33222
H 0.66561 2.20659 -2.13202
H 0.16357 1.52266 -3.65441
H -1.70241 0.27429 -2.36050
H -1.90837 2.00544 -2.61851
H -0.44980 4.18887 0.04384
H -1.58283 6.36987 0.21375
H -4.05267 6.48389 0.21730
H -5.38487 4.41173 0.03505
H -4.26959 2.23075 -0.15224
H -2.82119 -1.03563 -1.31611
H -4.04241 -2.77062 -0.11816
H -4.67724 -2.45042 2.24786
H -4.03991 -0.35790 3.42244
H -2.78722 1.37938 2.24732
H 1.96046 0.15513 -2.83778
H 0.49353 -0.80416 -2.71791
H 3.72872 0.97248 -1.67545
H 5.10234 2.87966 -0.98177
H 4.55771 4.11051 1.09977
H 2.62143 3.41177 2.47398
H 1.22383 1.51173 1.76518
H 3.83356 -0.78160 0.88993
H 5.29805 -2.73440 1.06138
H 4.82221 -4.76892 -0.26604
H 2.85601 -4.82662 -1.77498
H 1.39231 -2.89582 -1.96599
O 0.37465 -6.64416 1.37613
C 0.09195 -5.48786 1.21590
C -0.17753 -4.45090 2.31015
O -0.35851 -4.65452 3.48605
C -0.21600 -3.15533 1.60076
C -0.31281 -3.37514 0.22833
O -0.55864 -2.41148 -0.61866
C -0.02669 -4.75735 -0.11948
O 0.12031 -5.22778 -1.23327
O -0.22163 -1.97941 2.10278
*
```

For the total energy, the calculation gives -65899.461 eV. As for the energy relative to the best compared isomer or geometry (same formula, charge and spin): 28.8 kcal/mol. Its orbital gap (alpha / beta) is 0.1917 / 0.1917 Eh. Its HOMO energy (alpha / beta) is -6.8 / -6.8 eV. As for the LUMO energy (alpha / beta): -0.05680 / -0.05682 Eh.